1.
72
Properties=species:S:1:pos:R:3:forces:R:3 method="wB97M-V/def2-TZVPD" spin_multiplicity=1 homo_ev=-9.4 gap_ev=9.73 smiles=COCCOC.COCCOC.COCCOC.COCCOC.ClCCCl e_tot_ev=-60797.32124 fmax_ev_per_a=2.80 lumo_energy_ev=0.3 de_lowest_kcal_mol=53.6
C 4.07035 -5.48627 -0.97571 -1.4 0.4 -0.4
O 4.90390 -5.01810 -1.97484 1.5 1.5 -0.6
C 4.95237 -3.59333 -2.16510 1.3 0.0 -1.8
C 3.73277 -2.91970 -2.77628 -1.9 -1.8 1.0
O 3.21976 -3.72836 -3.83806 0.8 0.4 -0.2
C 2.11656 -3.19419 -4.53552 -0.3 -0.2 0.4
H 3.07223 -5.36154 -1.39560 -0.6 -0.2 0.6
H 4.13689 -4.89959 -0.05948 0.2 -0.1 0.3
H 4.22906 -6.55312 -0.81846 0.3 0.2 0.1
H 5.73538 -3.42176 -2.90372 0.3 -0.6 -0.1
H 5.32701 -3.01266 -1.32214 -0.4 -0.3 0.7
H 3.78883 -1.86702 -3.05345 0.7 0.0 0.0
H 3.01602 -2.99353 -1.95841 -0.7 0.5 0.1
H 2.15512 -3.53306 -5.57080 0.2 0.2 0.0
H 2.03998 -2.10977 -4.45630 0.3 0.2 -0.3
H 1.17651 -3.56968 -4.13132 -0.2 -0.2 0.2
C -3.93845 1.36950 4.65460 0.8 0.5 -0.4
O -3.79247 -0.01362 4.37004 -0.4 -0.7 1.1
C -2.92285 -0.41852 3.33006 -2.1 1.2 -1.5
C -3.70271 -0.26115 1.99426 2.3 0.8 -0.8
O -3.82064 1.12056 1.58869 -0.2 -0.7 0.3
C -4.45972 1.26018 0.33087 -1.1 0.9 0.6
H -2.94349 1.76076 4.86690 0.1 0.4 -0.1
H -4.55787 1.62097 5.51552 0.0 -1.1 0.3
H -4.40269 1.96314 3.86709 0.3 -0.3 -0.5
H -2.66018 -1.47604 3.35732 -0.3 -0.1 0.8
H -1.98838 0.14062 3.28283 0.0 0.3 0.1
H -4.62996 -0.82991 1.92479 -0.2 0.2 0.4
H -3.00112 -0.59920 1.23165 -0.1 -1.1 -0.2
H -5.45440 1.64241 0.56020 -0.3 0.2 -0.2
H -4.66963 0.36989 -0.26194 0.7 -0.4 0.2
H -3.96954 2.03063 -0.26430 0.3 -0.2 0.0
C 3.43981 2.51644 5.99067 0.7 -0.1 0.6
O 3.79820 3.34818 7.07219 0.1 0.0 0.5
C 2.69192 4.11975 7.49904 0.8 0.8 -0.7
C 3.12992 5.21079 8.48255 0.0 -1.0 -1.3
O 3.88061 4.57456 9.43860 1.5 -0.4 2.0
C 4.56217 5.46265 10.31075 -0.7 1.2 0.5
H 3.31811 3.10469 5.08113 -0.5 0.0 -0.2
H 2.57024 1.92872 6.28483 -0.3 -0.1 -0.5
H 4.27885 1.83844 5.83432 0.0 0.0 0.0
H 1.89122 3.49376 7.89285 -0.1 -0.1 0.1
H 2.39941 4.65705 6.59691 -0.9 0.1 -0.1
H 2.23163 5.70042 8.85865 -0.1 0.3 0.3
H 3.75674 5.91562 7.93628 0.0 0.4 -0.1
H 5.23664 6.18034 9.84372 0.0 -0.1 -0.8
H 5.14948 5.08782 11.14901 -0.2 -1.3 -0.5
H 3.82369 6.08422 10.81711 -0.3 0.3 0.1
C -5.27174 -3.68463 -9.76812 -0.5 0.5 0.1
O -4.20726 -3.20597 -8.96707 0.2 -0.4 0.6
C -4.48051 -3.24751 -7.54859 1.0 1.3 -0.5
C -3.41557 -2.37838 -6.80432 -0.4 0.0 -1.5
O -3.57139 -0.96838 -7.11583 -1.1 -1.2 0.6
C -2.61217 -0.22722 -6.41406 0.3 0.1 -0.4
H -5.74901 -4.56892 -9.34583 -0.3 0.1 0.3
H -5.03411 -3.97506 -10.79150 1.0 0.1 0.2
H -5.95199 -2.84428 -9.90656 -0.6 -0.2 0.2
H -4.50778 -4.28350 -7.21085 0.3 -0.1 0.2
H -5.42804 -2.79589 -7.25477 -0.4 0.1 -0.5
H -2.40369 -2.61754 -7.13146 0.1 -0.5 0.0
H -3.51411 -2.60136 -5.74194 0.0 0.3 0.3
H -2.60001 -0.49390 -5.35726 0.2 0.0 0.2
H -2.78927 0.84484 -6.50030 -0.4 -0.1 -0.1
H -1.65100 -0.41525 -6.89250 0.5 0.0 0.4
Cl 2.02566 0.90283 0.53762 0.6 -0.8 0.2
C 1.02308 2.24578 0.08373 -0.7 0.6 -0.3
C 1.49701 2.93243 -1.17663 -0.5 -0.5 -0.2
Cl 1.23591 1.93507 -2.66843 0.3 0.1 0.5
H 1.07176 2.97952 0.88832 -0.1 0.0 0.0
H -0.00108 1.88359 -0.00586 0.1 0.1 0.0
H 2.55945 3.14388 -1.05574 -0.2 0.3 -0.4
H 0.85855 3.79786 -1.35408 0.5 0.2 0.2

=====

2.
69
Properties=species:S:1:pos:R:3:forces:R:3 method="wB97M-V/def2-TZVPD" spin_multiplicity=5 homo_ev="-8.2 / -8.1" gap_ev="8.18 / 5.62" s2=6.04 e_tot_ev=-215200.53413 fmax_ev_per_a=1.56 lumo_energy_ev="0.0 / -2.5" de_lowest_kcal_mol=33.4
Ru 0.87368 -0.05491 -0.47451 0.2 1.5 0.4
C -2.59075 3.80498 0.45214 0.0 0.1 0.0
C -2.29388 2.32391 0.36227 0.6 -0.3 -0.4
O -3.46009 1.55799 0.61157 -0.7 -0.2 0.3
P -1.86531 1.78717 -1.34639 -0.3 0.3 -0.7
O -3.25521 1.74881 -2.10141 0.1 0.3 -0.1
O -1.14176 2.93090 -2.13291 -0.4 -0.1 0.4
O -1.19955 0.45594 -1.38543 0.6 -0.2 0.5
P -1.01219 1.71952 1.55679 0.1 0.5 0.6
O -0.82218 2.99488 2.51091 -0.2 0.0 -0.5
O -1.65524 0.60592 2.32969 -0.3 -0.2 -0.1
O 0.33774 1.42415 0.93779 0.2 -0.2 -0.5
H -3.32909 4.06626 -0.30465 0.0 0.1 0.0
H -1.68915 4.38825 0.28778 0.0 0.1 0.0
H -2.98711 4.02600 1.44160 0.0 0.1 0.0
H -3.31647 1.09273 1.45775 0.0 -0.1 -0.2
H -3.95320 1.37097 -1.56215 -0.2 -0.2 0.3
H -0.19059 2.69137 -2.23409 0.6 0.0 0.0
H -0.22239 2.77131 3.22483 0.2 0.1 0.3
C -2.17182 -3.63004 5.12701 0.0 0.0 0.0
C -2.63025 -4.03480 3.88359 -0.1 -0.1 0.1
C -2.21974 -3.37445 2.73844 0.1 0.1 -0.1
C -1.34260 -2.30311 2.84245 0.0 0.4 0.0
C -0.88316 -1.89704 4.09203 -0.1 0.1 -0.1
C -1.29625 -2.55900 5.23200 0.1 0.0 0.1
P -0.60391 -1.48107 1.40655 0.2 -1.4 0.0
C -1.58405 -2.04124 -0.00509 0.1 0.0 0.2
C -2.93602 -1.69428 0.02870 0.1 0.1 0.0
C -3.73180 -1.91727 -1.07784 -0.1 0.0 0.1
C -3.19004 -2.48819 -2.22054 0.1 0.0 0.0
C -1.85419 -2.85584 -2.24572 0.0 0.0 -0.1
C -1.04103 -2.62202 -1.14964 0.1 -0.2 0.3
C 1.08236 -2.15336 1.45160 -0.2 0.5 -0.1
C 1.54612 -3.13726 2.32048 -0.1 -0.1 -0.1
C 2.90993 -3.33112 2.44545 -0.1 -0.1 0.1
C 3.79479 -2.56053 1.70353 -0.1 0.2 -0.1
C 3.33027 -1.59191 0.81777 0.2 0.2 -0.3
C 1.96847 -1.36281 0.70938 -0.8 0.1 0.1
H -2.48967 -4.15472 6.01576 0.0 0.0 0.1
H -3.30108 -4.87739 3.79919 -0.1 0.0 0.0
H -2.56466 -3.70047 1.76795 0.0 0.0 0.0
H -0.19747 -1.06266 4.14763 0.0 0.1 0.1
H -0.93151 -2.24602 6.19993 0.0 0.0 0.1
H -3.33713 -1.22824 0.91997 -0.1 0.0 0.0
H -4.77489 -1.63529 -1.05787 -0.1 0.0 0.0
H -3.81356 -2.63683 -3.08989 0.0 -0.1 -0.1
H -1.43310 -3.30339 -3.13380 0.0 0.0 -0.1
H 0.00715 -2.90348 -1.16593 -0.1 0.0 -0.1
H 0.84313 -3.72652 2.89033 0.0 -0.1 0.1
H 3.27899 -4.07356 3.13948 0.1 -0.1 0.0
H 4.85841 -2.70687 1.82298 0.1 0.0 0.0
H 4.02770 -1.00880 0.22990 0.0 0.0 0.0
Br 4.57130 5.92693 -5.85746 0.0 -0.1 0.1
C 3.99837 4.70010 -4.51747 0.0 0.1 -0.2
C 4.24498 3.34794 -4.68783 0.0 0.1 0.0
C 3.80171 2.45720 -3.72687 0.0 0.1 0.2
C 3.09842 2.91483 -2.61997 0.0 -0.1 0.0
C 2.86446 4.27569 -2.46272 0.1 -0.2 0.0
C 3.32538 5.17762 -3.40490 0.0 0.1 -0.1
C 2.42943 1.92011 -1.71055 0.7 0.7 -0.5
O 3.06002 1.18121 -0.94880 -0.1 -0.3 0.4
O 1.17272 1.88073 -1.84402 -0.7 -0.6 0.5
H 4.75319 2.98216 -5.56656 0.1 0.1 -0.1
H 3.99699 1.40308 -3.84437 0.0 -0.2 0.0
H 2.33099 4.63394 -1.59418 -0.1 0.0 0.0
H 3.13864 6.23556 -3.28606 0.0 0.0 0.0
Se 3.69115 -1.93838 -3.64116 0.6 -0.2 -0.5
C 2.42065 -1.41351 -2.61883 -0.3 0.0 0.4
N 1.55494 -1.09175 -1.88561 0.1 -0.5 -0.9